Entry 1:
Below is 6 unconnected molecules or ions with the total composition C24H31N5O3, with properties calculated with ωB97M-V/def2-TZVPD.

Geometry as ORCA input:
```
! wB97M-V def2-TZVPD RIJCOSX def2/J DEFGRID3
* xyz 1 2
C 12.009 -6.054 18.393
C 13.066 -5.752 17.243
C 12.508 -5.122 16.009
O 13.546 -4.148 15.658
C 14.443 -4.145 16.645
O 15.447 -3.487 16.599
O 13.970 -4.862 17.673
H 12.504 -6.167 19.358
H 11.457 -6.981 18.236
H 11.250 -5.287 18.546
H 13.633 -6.671 17.092
H 11.638 -4.512 16.253
H 12.288 -5.886 15.265
N 11.480 -11.138 18.126
C 10.423 -10.358 17.715
C 10.230 -10.709 16.336
C 11.198 -11.618 16.054
C 12.015 -11.880 17.111
H 11.876 -11.051 19.051
H 9.920 -9.663 18.371
H 9.584 -10.366 15.542
H 11.318 -12.083 15.086
H 12.854 -12.541 17.271
N 4.512 -4.238 15.820
C 5.387 -3.277 16.314
C 6.210 -2.932 15.243
C 5.801 -3.663 14.111
C 4.747 -4.491 14.527
H 3.847 -4.755 16.377
H 5.314 -2.834 17.296
H 6.892 -2.095 15.284
H 6.140 -3.590 13.088
H 4.144 -5.235 14.026
N 8.150 -5.318 15.369
C 9.113 -5.644 14.462
C 9.696 -6.818 14.933
C 9.166 -7.102 16.242
C 8.111 -6.210 16.447
H 7.401 -4.675 15.155
H 9.324 -4.989 13.629
H 10.577 -7.262 14.493
H 9.501 -7.868 16.925
H 7.337 -6.208 17.200
N 11.898 -7.582 9.663
C 10.590 -7.254 9.396
C 10.304 -6.302 10.327
C 11.253 -6.334 11.339
C 12.294 -7.090 10.865
H 12.373 -8.134 8.963
H 10.019 -7.588 8.543
H 9.360 -5.804 10.493
H 11.289 -5.756 12.251
H 13.229 -7.338 11.346
N 5.740 -9.235 16.626
C 5.518 -8.503 15.498
C 4.351 -8.940 14.944
C 3.724 -9.760 15.865
C 4.624 -9.965 16.903
H 6.549 -9.193 17.230
H 6.263 -7.869 15.041
H 4.054 -8.725 13.928
H 2.764 -10.251 15.808
H 4.663 -10.514 17.833
*
```

Values from the calculation:
molecular weight	437.54	g/mol
Kohn-Sham gap (spin up / spin down)	0.226 / 0.078	hartree

Entry 2:
Below is a single C24H31N7O2 molecule, with properties calculated with ωB97M-V/def2-TZVPD.

Geometry as ORCA input:
```
! wB97M-V def2-TZVPD RIJCOSX def2/J DEFGRID3
* xyz 0 1
C 3.659 -4.474 0.709
O 2.801 -4.348 -0.402
C 1.539 -3.885 -0.196
C 1.028 -3.488 1.034
C -0.270 -3.016 1.121
C -1.080 -2.945 0.001
C -2.490 -2.417 0.088
N -2.699 -1.328 -0.825
N -3.347 -1.487 -1.984
N -3.357 -0.370 -2.576
N -2.729 0.559 -1.865
C -2.306 -0.028 -0.767
C -1.577 0.579 0.388
C -0.126 0.150 0.397
C 0.538 -0.252 -0.753
C 1.865 -0.624 -0.720
C 2.596 -0.602 0.474
N 3.909 -1.024 0.530
C 4.723 -0.611 1.652
C 4.604 -1.319 -0.702
C 1.922 -0.174 1.627
C 0.593 0.187 1.584
N -1.688 2.026 0.478
C -0.976 2.762 -0.556
C -0.887 4.230 -0.154
C -2.292 4.825 -0.013
C -2.872 5.037 -1.413
N -4.155 4.666 -1.624
O -2.225 5.584 -2.280
C -3.091 3.957 0.958
C -3.064 2.482 0.559
C -0.570 -3.355 -1.226
C 0.723 -3.816 -1.327
H 3.835 -3.507 1.186
H 3.259 -5.181 1.443
H 4.596 -4.861 0.312
H 1.629 -3.527 1.927
H -0.650 -2.701 2.082
H -3.207 -3.193 -0.199
H -2.710 -2.079 1.105
H -2.050 0.184 1.304
H 0.020 -0.265 -1.701
H 2.329 -0.924 -1.644
H 5.752 -0.923 1.485
H 4.377 -1.085 2.573
H 4.711 0.476 1.795
H 4.077 -2.102 -1.246
H 4.703 -0.439 -1.350
H 5.601 -1.689 -0.469
H 2.434 -0.124 2.574
H 0.103 0.516 2.489
H 0.029 2.347 -0.642
H -1.478 2.670 -1.531
H -0.337 4.783 -0.915
H -0.359 4.308 0.797
H -2.203 5.835 0.407
H -4.676 4.107 -0.974
H -4.512 4.759 -2.562
H -4.121 4.304 1.056
H -2.621 4.045 1.940
H -3.580 1.892 1.324
H -3.585 2.331 -0.401
H -1.194 -3.305 -2.107
H 1.129 -4.132 -2.274
*
```

Values from the calculation:
SMILES	COc1ccc(Cn2nnnc2[C@@H](c2ccc(N(C)C)cc2)N2CCC(C(N)=O)CC2)cc1
molecular weight	449.56	g/mol
Kohn-Sham gap	0.304	hartree

Entry 3:
Below is a molecular structure, C24H32As2F6LiN3O2, with properties calculated with ωB97M-V/def2-TZVPD.

Geometry as ORCA input:
```
! wB97M-V def2-TZVPD RIJCOSX def2/J DEFGRID3
* xyz 0 1
Li -1.683 -0.735 0.938
O 0.217 -1.458 1.602
C 0.588 -0.892 2.930
C 0.002 0.480 2.982
C 0.268 1.277 4.128
C -0.279 2.541 4.234
C -1.170 2.939 3.230
C -1.389 2.106 2.132
N -0.811 0.875 1.976
H 0.868 -2.156 1.417
H 1.688 -0.792 3.020
H 0.160 -1.485 3.725
H 0.951 0.927 4.907
H -0.032 3.218 5.086
H -1.744 3.838 3.292
H -2.086 2.460 1.385
C 1.648 -0.357 -4.389
As 1.996 0.046 -2.495
C 2.986 -1.682 -2.025
C 3.684 1.025 -2.574
C 4.553 0.843 -3.639
C 5.703 1.608 -3.714
C 5.973 2.501 -2.714
C 5.171 2.602 -1.579
C 4.016 1.834 -1.463
As 3.179 1.479 0.363
C 4.631 2.207 1.508
C 1.944 3.022 0.473
H 2.487 -0.899 -4.865
H 1.489 0.573 -4.978
H 0.754 -1.029 -4.371
H 3.948 -1.780 -2.568
H 2.273 -2.461 -2.300
H 3.167 -1.710 -0.947
H 4.297 0.115 -4.387
H 6.450 1.438 -4.494
H 6.797 3.202 -2.857
H 5.419 3.240 -0.739
H 5.616 1.878 1.228
H 4.442 1.898 2.583
H 4.680 3.321 1.404
H 2.509 3.961 0.408
H 1.474 3.038 1.460
H 1.221 2.906 -0.319
C -1.674 -3.335 -0.955
C -2.347 -2.283 -1.790
N -2.288 -0.966 -1.612
C -3.049 -0.412 -2.594
C -3.592 -1.382 -3.398
N -3.099 -2.592 -2.862
H -0.609 -3.042 -1.005
H -1.771 -4.318 -1.435
H -2.065 -3.283 0.067
H -3.093 0.688 -2.657
H -4.302 -1.250 -4.217
H -3.301 -3.531 -3.166
C -4.895 -2.759 2.580
C -4.369 -1.565 1.800
O -3.093 -1.744 1.360
C -5.308 -1.289 0.570
F -6.635 -1.092 0.902
F -5.309 -2.376 -0.307
F -4.925 -0.224 -0.152
C -4.347 -0.308 2.689
F -4.071 0.808 1.949
F -3.365 -0.405 3.626
F -5.508 -0.117 3.376
H -4.945 -3.579 1.843
H -5.893 -2.587 3.007
H -4.200 -3.016 3.385
*
```

Values from the calculation:
molecular weight	665.31	g/mol
Kohn-Sham gap	0.309	hartree

Entry 4:
Below is a molecular structure, C24H32BF4N3ORuSb2, with properties calculated with ωB97M-V/def2-TZVPD.

Geometry as ORCA input:
```
! wB97M-V def2-TZVPD RIJCOSX def2/J DEFGRID3
* xyz 1 6
Ru 0.005 -0.236 -0.077
O -0.786 0.376 2.119
C -1.962 0.330 2.520
C -2.338 1.172 3.641
C -3.574 1.102 4.196
C -4.508 0.188 3.672
C -4.200 -0.615 2.574
C -2.973 -0.561 1.944
C -2.730 -1.389 0.757
N -1.660 -1.461 -0.041
C -1.958 -2.348 -1.050
C -3.208 -2.835 -0.862
N -3.672 -2.222 0.269
H -1.575 1.845 4.009
H -3.843 1.732 5.033
H -5.488 0.107 4.122
H -4.972 -1.288 2.226
H -1.257 -2.568 -1.834
H -3.796 -3.536 -1.426
H -4.598 -2.342 0.642
C 1.180 -3.338 -3.171
Sb 1.530 -1.377 -2.413
C 2.073 -0.474 -4.265
C 3.542 -1.589 -1.621
C 3.818 -3.003 -1.198
C 4.192 -3.948 -2.154
C 4.382 -5.280 -1.828
C 4.198 -5.692 -0.516
C 3.864 -4.755 0.447
C 3.678 -3.409 0.132
C 3.420 -2.436 1.246
Sb 1.426 -1.722 1.726
C 2.319 0.041 2.727
C 0.498 -3.742 0.842
H 1.969 -3.618 -3.867
H 0.226 -3.322 -3.700
H 1.143 -4.067 -2.363
H 2.883 -1.063 -4.693
H 2.401 0.550 -4.100
H 1.219 -0.467 -4.940
H 3.591 -0.888 -0.791
H 4.221 -1.252 -2.404
H 4.345 -3.620 -3.178
H 4.678 -5.991 -2.589
H 4.341 -6.729 -0.240
H 3.765 -5.067 1.482
H 4.015 -1.528 1.152
H 3.688 -2.900 2.200
H 2.692 -0.300 3.692
H 1.542 0.788 2.855
H 3.137 0.410 2.108
H 1.088 -4.500 1.348
H 0.674 -3.702 -0.229
H -0.548 -3.730 1.126
F -1.291 1.669 -0.238
B -1.427 1.831 -1.690
F -2.744 1.945 -2.019
F -0.621 2.871 -2.087
F -0.885 0.578 -2.170
C 3.275 3.986 0.893
C 2.751 3.404 -0.424
C 2.055 2.133 -0.230
N 1.483 1.151 -0.105
H 3.776 4.930 0.690
H 3.987 3.312 1.366
H 2.458 4.172 1.588
H 3.557 3.229 -1.137
H 2.035 4.073 -0.904
*
```

Values from the calculation:
molecular weight	809.93	g/mol
Kohn-Sham gap (spin up / spin down)	0.246 / 0.183	hartree

Entry 5:
Below is 4 unconnected molecules or ions with the total composition C24H32Br2Cl6N3O2S, with properties calculated with ωB97M-V/def2-TZVPD.

Geometry as ORCA input:
```
! wB97M-V def2-TZVPD RIJCOSX def2/J DEFGRID3
* xyz 1 1
C -1.571 -2.987 3.170
C -1.285 -1.911 2.732
C -1.003 -0.540 2.554
C 0.164 0.126 2.685
C 1.447 -0.536 3.027
Br 1.800 -0.388 4.930
C 2.658 -0.129 2.187
C 2.353 -0.051 0.704
Br 4.068 -1.450 2.401
N -0.095 1.483 2.458
S 1.076 2.729 2.546
C -1.402 1.640 2.152
N -2.076 2.750 1.812
C -2.059 3.921 2.714
C -2.767 5.082 2.022
C -1.867 5.681 0.936
N -1.940 0.424 2.188
O -3.264 0.227 1.916
C -3.456 -0.603 0.732
O -4.062 -1.598 0.890
C -3.007 -0.086 -0.578
C -1.752 0.455 -0.835
C -1.425 0.910 -2.098
C -2.353 0.821 -3.124
C -3.595 0.263 -2.875
C -3.932 -0.187 -1.613
H -1.815 -3.955 3.533
H 1.285 -1.591 2.830
H 3.052 0.806 2.562
H 3.223 0.372 0.210
H 1.510 0.593 0.458
H 2.197 -1.027 0.259
H 1.086 3.063 1.242
H -3.021 2.515 1.529
H -1.041 4.234 2.915
H -2.519 3.688 3.674
H -3.006 5.847 2.751
H -3.671 4.700 1.550
H -1.154 6.374 1.374
H -2.441 6.194 0.172
H -1.302 4.899 0.429
H -0.991 0.504 -0.071
H -0.448 1.319 -2.300
H -2.112 1.181 -4.111
H -4.303 0.176 -3.684
H -4.902 -0.620 -1.426
Cl 5.721 -3.616 -3.154
C 4.610 -3.685 -1.766
C 3.270 -3.074 -2.087
Cl 3.382 -1.305 -2.320
H 5.085 -3.180 -0.928
H 4.478 -4.735 -1.509
H 2.582 -3.245 -1.259
H 2.842 -3.498 -2.991
Cl -3.657 0.329 -6.640
C -3.318 1.690 -7.746
C -1.905 2.190 -7.599
Cl -1.644 2.982 -6.020
H -4.042 2.473 -7.541
H -3.473 1.324 -8.759
H -1.693 2.932 -8.366
H -1.186 1.381 -7.687
Cl 5.965 -7.281 4.101
C 4.968 -5.837 4.398
C 4.402 -5.270 3.123
Cl 5.670 -4.565 2.083
H 5.583 -5.107 4.917
H 4.154 -6.139 5.054
H 3.701 -4.468 3.355
H 3.885 -6.032 2.545
*
```

Values from the calculation:
molecular weight	799.13	g/mol
Kohn-Sham gap	0.345	hartree

Entry 6:
Below is a molecular structure, C24H32KNO4Te, with properties calculated with ωB97M-V/def2-TZVPD.

Geometry as ORCA input:
```
! wB97M-V def2-TZVPD RIJCOSX def2/J DEFGRID3
* xyz -1 2
K 4.173 -0.759 1.326
C 4.029 -5.619 1.241
C 4.218 -4.200 0.639
C 3.769 -4.277 -0.803
O 3.339 -3.308 1.381
C 5.697 -3.654 0.736
O 6.072 -3.073 -0.336
O 6.310 -3.746 1.832
H 3.018 -5.956 1.051
H 4.299 -5.662 2.290
H 4.678 -6.311 0.696
H 2.807 -4.765 -0.891
H 4.471 -4.889 -1.387
H 3.693 -3.326 -1.339
H 3.230 -3.684 2.278
C 1.928 3.789 0.739
C 2.608 2.461 1.037
O 3.857 2.383 0.837
N 1.989 1.330 1.448
Te -0.083 1.038 1.304
C -2.303 1.303 1.594
C -2.879 2.517 1.980
C -1.981 3.642 2.468
C -4.268 2.725 1.875
C -5.093 1.696 1.463
C -6.572 1.879 1.497
C -4.535 0.461 1.122
C -3.146 0.268 1.217
C -2.605 -1.127 0.977
C -0.094 0.797 -0.829
C -0.436 1.807 -1.718
C -1.010 3.118 -1.269
C -0.352 1.620 -3.086
C -0.003 0.381 -3.626
C -0.054 0.097 -5.099
C 0.350 -0.631 -2.732
C 0.291 -0.446 -1.347
C 0.539 -1.732 -0.558
H 2.485 4.560 1.325
H 0.864 3.876 1.029
H 2.048 4.041 -0.315
H -1.160 3.201 3.069
H -2.562 4.353 3.088
H -1.535 4.191 1.638
H -4.700 3.713 2.082
H -6.818 2.953 1.511
H -7.066 1.404 2.348
H -7.027 1.427 0.591
H -5.184 -0.355 0.800
H -3.431 -1.875 0.979
H -1.901 -1.424 1.752
H -2.078 -1.227 0.023
H -0.248 3.841 -0.920
H -1.744 2.960 -0.456
H -1.529 3.571 -2.107
H -0.629 2.449 -3.726
H -0.524 0.912 -5.655
H -0.703 -0.771 -5.317
H 0.965 -0.093 -5.460
H 0.662 -1.602 -3.135
H 1.341 -2.271 -1.087
H -0.335 -2.400 -0.559
H 0.860 -1.582 0.496
*
```

Values from the calculation:
molecular weight	565.22	g/mol
Kohn-Sham gap (spin up / spin down)	0.231 / 0.267	hartree